No. 1
Formula: C12H16N2
Source: the OMol25 dataset
Level of theory: ωB97M-V/def2-TZVPD

## Properties
Highest occupied orbital energy, eV: -8.60
Total charge: 0
SMILES: Cc1c[nH]cn1.CCc1ccccc1
Energy relative to the best compared isomer or geometry (same formula, charge and spin), eV: 0.450
Multiplicity: 1

Structure (XYZ):
```
30
C12H16N2 | the OMol25 dataset | ωB97M-V/def2-TZVPD
N -1.46 0.40 -1.44
H 0.77 2.72 1.49
H -0.47 -2.10 -3.06
H 2.42 -2.01 -0.47
H -1.73 -2.88 -1.03
H -0.37 0.35 -3.25
C 1.86 -1.46 0.24
H 1.69 -3.01 1.62
C -1.95 -0.66 -0.68
C 1.46 -1.97 1.46
H -2.52 0.61 0.90
H 0.40 -1.58 3.28
C -0.78 -0.16 -2.39
H 2.45 2.98 -0.12
C 1.57 -0.13 -0.09
H -3.87 -0.29 0.22
C 1.00 0.70 0.85
H -0.44 2.21 0.32
C -2.82 -0.36 0.50
C 0.84 -1.15 2.39
H 0.12 0.89 2.73
H -2.80 -1.15 1.25
C 0.68 0.20 2.12
H 1.13 3.82 -0.74
H 1.88 0.21 -1.06
C -1.62 -1.83 -1.26
C 1.46 2.79 -0.53
N -0.89 -1.51 -2.40
H 1.41 2.19 -1.43
C 0.59 2.15 0.57
```

No. 2
Formula: C12H16N2
Source: the OMol25 dataset
Level of theory: ωB97M-V/def2-TZVPD

## Properties
Highest occupied orbital energy, eV: -7.63
Total charge: 0
SMILES: c1ccc2c(c1)CN1CCC[C@@H]1CN2
Energy relative to the best compared isomer or geometry (same formula, charge and spin), eV: 5.052
Multiplicity: 1

Structure (XYZ):
```
30
C12H16N2 | the OMol25 dataset | ωB97M-V/def2-TZVPD
H 2.71 -1.42 -2.28
C -3.17 1.25 1.65
H -1.37 -0.98 -2.00
C 2.17 1.06 0.10
H 0.42 -2.51 -1.65
H -0.28 -2.64 -0.11
C -1.96 0.71 2.07
H 0.54 0.41 2.31
H 1.41 1.72 -0.62
H 2.63 1.67 0.94
H -3.30 0.56 -1.52
C 1.46 -1.34 -0.24
H 1.40 -0.20 -2.11
N -0.87 -0.74 -1.03
C 2.26 -0.66 -1.56
C 0.24 -0.13 1.50
C -1.54 0.24 -0.21
C 0.08 -1.78 -0.78
H -4.42 2.00 -0.27
C 3.16 0.38 -0.90
H -1.76 0.74 3.19
H 2.32 -2.21 -0.11
C -1.11 0.23 1.07
N 1.42 -0.20 0.62
H 3.59 1.34 -1.50
C -2.83 0.57 -0.54
H -3.78 1.69 2.40
H 4.04 -0.02 -0.62
H 0.14 -1.11 1.87
C -3.59 1.37 0.30
```

No. 3
Formula: C12H16N2
Source: the OMol25 dataset
Level of theory: ωB97M-V/def2-TZVPD

## Properties
Highest occupied orbital energy, eV: -8.31
Total charge: 0
SMILES: CCc1c[nH]cn1.Cc1ccccc1
Energy relative to the best compared isomer or geometry (same formula, charge and spin), eV: 1.318
Multiplicity: 1

Structure (XYZ):
```
30
C12H16N2 | the OMol25 dataset | ωB97M-V/def2-TZVPD
C -0.23 1.40 -0.81
H -0.83 -2.03 2.92
H -1.38 -0.11 -0.02
H 2.45 4.30 -1.93
C 0.82 3.88 -0.70
N -1.25 0.90 -0.04
H 2.74 -3.96 -0.44
C 2.46 -2.94 -0.18
H -2.64 1.85 1.37
H -2.02 -2.47 -1.16
H 3.17 -2.76 0.61
H 1.00 3.81 -2.79
C -0.12 2.70 -0.41
H 0.32 0.81 -1.50
C 1.04 -2.76 0.26
C -1.26 -2.38 -0.39
C -1.59 -2.21 0.94
N -1.06 3.01 0.54
H 0.30 -2.93 -1.74
C 0.08 -2.63 -0.74
C 0.70 -2.73 1.62
H 1.99 2.55 -2.05
H 1.23 -3.27 2.40
H 1.37 3.93 0.30
C -0.62 -2.41 1.93
H 0.29 4.83 -0.75
H -2.59 -1.79 1.21
C 1.66 3.58 -1.94
C -1.72 1.88 0.75
H 2.65 -2.34 -1.08
```

No. 4
Formula: C12H16N2O
Source: the OMol25 dataset
Level of theory: ωB97M-V/def2-TZVPD

## Properties
Highest occupied orbital energy, eV: -8.99
Total charge: 0
SMILES: [H]/N=C1\CC[C@]2(C)C1=C[C@H]1CCCC(=O)N12
Energy relative to the best compared isomer or geometry (same formula, charge and spin), eV: 3.366
Multiplicity: 1

Structure (XYZ):
```
31
C12H16N2O | the OMol25 dataset | ωB97M-V/def2-TZVPD
C 0.00 -1.98 2.20
C 1.01 1.45 -2.52
H -1.97 -2.14 1.90
N 0.50 -3.07 2.57
C -0.60 1.77 -0.69
H -1.71 -1.43 3.48
N 0.03 0.71 -0.13
C -1.37 0.04 1.90
C 0.54 -1.11 1.12
H 0.13 -3.71 3.25
O -1.78 2.03 -0.64
H 0.01 1.01 -3.03
H -0.81 0.86 2.46
H 1.87 1.48 0.19
H -0.01 3.42 -2.00
C -1.66 -0.99 -0.42
H -2.48 0.39 1.78
C 1.80 0.38 -1.67
H 1.25 2.92 -0.80
H -2.73 -1.27 0.00
C 0.50 2.47 -1.51
H 1.43 -0.60 -2.07
H -1.95 -0.33 -1.26
C 1.49 0.54 -0.14
C -0.74 -0.34 0.55
H 2.85 0.49 -1.93
C -1.46 -1.42 2.44
C 1.75 -0.68 0.67
H -1.38 -1.92 -0.93
H 1.69 1.87 -3.22
H 2.58 -1.12 1.08
```

No. 5
Formula: C12H16N2O3
Source: the OMol25 dataset
Level of theory: ωB97M-V/def2-TZVPD

## Properties
Highest occupied orbital energy, eV: -9.23
Total charge: 0
Energy relative to the best compared isomer or geometry (same formula, charge and spin), eV: 10.599
Multiplicity: 1

Structure (XYZ):
```
33
C12H16N2O3 | the OMol25 dataset | ωB97M-V/def2-TZVPD
C -2.20 0.34 0.24
H -4.46 -2.47 -1.92
H -5.50 -1.17 -0.18
H 1.35 2.28 0.28
H -0.04 0.93 -1.48
H -0.24 -0.55 -2.74
H 0.17 -0.01 0.41
H 1.42 1.63 3.08
C -4.48 -0.86 -0.31
C 2.94 0.69 0.19
H 1.83 -0.24 2.49
O 1.23 -2.75 -1.25
C 0.58 -2.17 -0.24
C 2.07 1.75 1.07
C 3.10 2.86 1.42
O 4.13 0.72 -0.18
C -3.59 0.01 0.53
N 2.16 -0.19 -0.44
C -0.28 -0.12 -1.60
C 0.64 -0.61 -0.51
H 2.68 -0.70 -1.06
H 3.85 2.84 2.68
H 2.25 4.05 1.61
H -1.66 1.16 0.85
H 1.11 -3.67 -1.09
H 3.72 3.10 0.32
C -1.73 -0.39 -0.98
C -2.56 -1.22 -1.66
C -3.90 -1.56 -1.47
N 1.15 0.83 2.12
H -4.08 0.31 1.56
H -1.99 -1.95 -2.46
O 0.36 -2.88 0.72
```

No. 6
Formula: C12H16N2O3Si
Source: the OMol25 dataset
Level of theory: ωB97M-V/def2-TZVPD

## Properties
Highest occupied orbital energy, eV: -6.27
Total charge: 0
Multiplicity: 1

Structure (XYZ):
```
34
C12H16N2O3Si | the OMol25 dataset | ωB97M-V/def2-TZVPD
O -3.32 5.26 0.44
H 0.78 3.45 0.86
H 2.09 -4.73 -2.86
H 1.86 2.04 0.57
H 1.38 -5.01 1.20
N 1.76 -4.28 -2.02
H -0.54 3.18 -1.58
C 0.05 -0.38 0.15
C 0.04 -1.12 1.37
C -0.64 2.10 -1.63
C 0.90 -3.09 0.29
C 0.90 2.38 0.98
C 0.90 -2.37 -0.94
H 0.88 2.10 2.04
C 1.80 -5.00 -0.86
O -2.21 6.33 1.96
N -2.25 5.52 1.02
C 0.47 -1.03 -0.98
C 1.37 -4.43 0.29
H 0.49 -0.53 -1.94
C 0.45 -2.43 1.44
H -0.29 -0.62 2.27
C -2.04 1.74 1.11
O -1.20 4.93 0.65
Si -0.49 1.46 0.12
H -1.59 1.86 -2.10
H 0.42 -2.95 2.39
H -2.86 1.06 0.90
H 0.17 1.69 -2.25
H -1.79 1.66 2.17
C 1.34 -3.03 -2.08
H 1.34 -2.52 -3.03
H -2.35 2.77 0.91
H 2.17 -6.00 -0.89
```

No. 7
Formula: C12H16N6O4
Source: the OMol25 dataset
Level of theory: ωB97M-V/def2-TZVPD

## Properties
Highest occupied orbital energy, eV: -8.65
Total charge: 0
SMILES: CCNC(=O)[C@H]1O[C@@H](n2cnc3c(N)ncnc32)[C@H](O)[C@@H]1O
Multiplicity: 1

Structure (XYZ):
```
38
C12H16N6O4 | the OMol25 dataset | ωB97M-V/def2-TZVPD
C -1.10 -4.32 0.08
C 1.29 1.25 0.20
C -2.17 0.16 -0.04
C -0.24 -3.10 -0.25
N 0.43 1.08 1.25
H -2.05 -4.26 -0.44
C 2.46 0.56 0.54
H -3.19 1.53 -2.22
N 3.35 1.30 -1.51
H 5.44 0.14 -0.83
C 3.52 0.61 -0.37
H -0.63 3.10 0.00
C -1.43 -1.01 -0.72
C -1.90 1.49 -0.78
O -3.04 2.02 -1.40
O -1.79 0.33 1.32
H -3.24 -0.07 -0.05
N 1.12 1.93 -0.94
H 0.73 -3.16 0.26
C -0.95 1.46 1.42
N 2.31 -0.03 1.78
H -1.08 1.36 -1.50
H 0.67 0.00 3.08
C 1.11 0.30 2.15
N -0.90 -1.88 0.15
H -1.05 -1.71 1.13
O -1.37 -1.09 -1.92
N 4.70 0.00 -0.17
O -2.50 3.20 0.86
H -0.58 -5.23 -0.22
H -1.09 1.87 2.43
C 2.19 1.89 -1.72
H -3.17 3.25 0.17
C -1.44 2.44 0.35
H -1.29 -4.37 1.15
H 2.10 2.44 -2.65
H -0.08 -3.03 -1.33
H 4.87 -0.45 0.71
```

No. 8
Formula: C12H16NS
Source: the OMol25 dataset
Level of theory: ωB97M-V/def2-TZVPD

## Properties
<S²>: 2.0149
Highest occupied orbital energy (spin up / spin down), eV: -11.12 / -12.33
Total charge: +1
Energy relative to the best compared isomer or geometry (same formula, charge and spin), eV: 0.000
Multiplicity: 3

Structure (XYZ):
```
30
C12H16NS | the OMol25 dataset | ωB97M-V/def2-TZVPD
H 0.54 1.54 1.68
C -2.16 0.29 -0.76
H -1.94 -0.76 -1.05
C -1.61 1.66 1.48
H -2.44 2.06 2.16
C -0.91 -0.64 1.26
H -2.88 -0.07 1.17
C -0.05 -2.28 -0.98
H -1.59 1.08 -1.21
H 3.88 1.43 -1.69
H -3.13 0.49 -1.11
H 0.25 -3.28 -1.14
H -0.22 1.94 3.17
H 0.43 -0.55 2.92
H -1.27 -0.45 3.35
C 2.03 0.97 -0.54
C 2.81 -0.31 -2.44
S -0.94 -2.29 0.69
H 1.74 -2.11 -3.04
H 3.57 -0.55 -3.12
C 1.16 -0.09 -0.38
H -0.94 -2.17 -1.86
C 0.94 -1.18 -1.19
N -1.97 0.34 0.81
C 2.95 0.77 -1.54
C -0.38 1.34 2.34
H -1.29 2.35 0.75
C 1.75 -1.21 -2.35
C -0.48 -0.20 2.53
H 2.15 1.88 0.10
```

| no. | electronic energy (a.u.) |
| --- | --- |
| 1 | -576.3634 |
| 2 | -576.1943 |
| 3 | -576.3315 |
| 4 | -651.5199 |
| 5 | -801.7580 |
| 6 | -1091.4354 |
| 7 | -1096.4396 |
| 8 | -919.3441 |